A molecular structure, C13H23AlF5NO2P2 in a non-equilibrium geometry. Source: the Open Molecules 2025 dataset; level of theory: ωB97M-V/def2-TZVPD.

Each line ends with the Löwdin charge.
Geometry (Å):
Al1 -0.04 -0.06 -0.30  0.3851
P1 0.36 -0.08 2.00  0.8718
C1 0.41 1.70 2.07  -0.3207
C2 1.13 2.28 0.95  -0.3082
N1 0.99 1.63 -0.26  0.0106
C3 1.48 2.18 -1.40  -0.2793
C4 2.33 3.27 -1.35  -0.0003
C5 2.57 3.90 -0.13  0.0118
C6 1.93 3.42 1.01  0.0140
C7 1.00 1.57 -2.71  -0.2021
P2 -0.62 0.74 -2.40  0.9255
H1 2.07 3.89 2.00  0.1372
H2 2.76 3.63 -2.29  0.1387
H3 3.24 4.75 -0.07  0.1344
H4 0.87 2.34 -3.48  0.1240
H5 1.71 0.81 -3.08  0.1164
H6 -1.13 2.13 1.99  0.0181
H7 0.70 2.09 3.04  0.0994
H8 -2.61 1.43 1.12  0.0448
O1 -2.17 2.19 1.97  0.0243
H9 -2.46 3.11 1.85  0.1280
H10 -1.97 0.18 -0.07  0.0772
O2 -2.88 0.73 0.21  0.0564
H11 -3.62 0.09 0.13  0.1668
C8 -1.76 2.18 -2.43  -0.2011
H12 -1.54 2.78 -3.31  0.0763
H13 -2.79 1.82 -2.48  0.0651
H14 -1.63 2.79 -1.53  0.0594
C9 -1.01 -0.21 -3.88  -0.1797
H15 -1.84 -0.89 -3.65  0.0704
H16 -1.31 0.46 -4.70  0.0807
H17 -0.14 -0.80 -4.19  0.0731
C10 1.97 -0.57 2.68  -0.1877
H18 2.16 0.04 3.58  0.0850
H19 1.95 -1.63 2.95  0.0705
H20 2.77 -0.38 1.95  0.0663
C11 -0.83 -0.66 3.24  -0.1934
H21 -1.02 -1.73 3.06  0.0664
H22 -0.40 -0.54 4.25  0.0816
H23 -1.78 -0.10 3.18  0.0521
F1 1.55 -1.56 -2.11  0.0349
C12 0.66 -1.82 -1.07  -0.4033
F2 -0.45 -2.49 -1.63  0.0188
C13 1.36 -2.86 -0.17  -0.5407
F3 1.64 -4.01 -0.82  0.1788
F4 2.55 -2.35 0.28  0.1325
F5 0.59 -3.18 0.91  0.1201

## Properties
charge	+2
HOMO-LUMO gap	5.55	eV
E_LUMO	-8.8	eV
DFT total energy	-2138.3172	Ha
strongest force on any atom	4.6	eV/A
highest occupied orbital energy	-14.39	eV